{"formula": "CH14NaO10", "method": "ωB97M-V/def2-TZVPD", "elements": ["Na", "C", "O", "O", "O", "O", "H", "H", "O", "H", "H", "O", "H", "H", "O", "H", "H", "O", "H", "H", "O", "H", "H", "O", "H", "H"], "xyz": [[0.22032, -0.33810, -0.21545], [-2.11983, -0.60157, -0.87962], [-2.81881, -1.45319, -1.46344], [-2.02379, 0.46569, -1.38326], [-1.37722, -1.02438, -0.01754], [-0.35023, 1.48158, -1.54996], [0.04844, 1.70882, -0.70993], [-1.12403, 0.96838, -1.31736], [-1.83115, 0.48433, 1.34740], [-2.77261, 0.31691, 1.30432], [-1.47354, 0.04386, 0.57647], [1.80799, 0.16125, -0.94173], [2.30610, -0.07597, -1.72393], [2.45340, 0.55978, -0.35791], [0.85223, -1.24926, 1.22127], [0.64741, -1.44915, 2.13468], [1.49381, -1.91308, 0.96837], [0.20689, -0.99453, -1.86206], [0.81028, -0.46593, -2.38430], [0.33032, -1.88763, -2.18356], [1.41700, 0.62623, 2.16633], [1.09484, -0.05473, 1.57579], [1.39571, 0.22158, 3.03353], [0.31355, 1.30689, 0.54506], [0.77051, 1.13070, 1.36748], [-0.27747, 2.03159, 0.74939]], "forces_ev_per_a": [[-0.06, 1.00, -0.64], [-4.14, -7.46, -4.90], [-2.94, -2.33, -0.91], [-7.96, 3.16, -1.42], [-0.15, -5.73, 3.50], [8.26, 6.52, -3.86], [0.37, 0.67, -2.39], [-0.68, 0.37, 0.42], [-2.27, 4.97, 6.16], [-0.09, -0.08, 0.07], [0.49, -0.96, -0.10], [5.91, 1.02, -0.49], [0.42, 0.08, -0.05], [0.38, 0.68, 0.13], [0.70, -5.64, 2.25], [-0.74, -0.70, 0.15], [0.31, -0.23, -0.38], [0.28, -3.57, -5.79], [-0.96, 0.38, -0.62], [-0.58, -0.45, -0.29], [5.18, 0.73, 6.91], [0.93, -1.24, 0.05], [0.03, 0.37, 0.48], [-0.61, 5.51, 1.52], [-1.46, 3.06, -0.13], [-0.63, -0.12, 0.33]], "e_above_lowest_kcal_mol": 212.1, "orbital_gap_ev": 3.3497, "total_energy_ha": -960.75028, "charge": -1, "e_lumo_ha": 0.05651}



{"formula": "CH14O5", "method": "ωB97M-V/def2-TZVPD", "elements": ["C", "H", "H", "H", "H", "O", "H", "H", "O", "H", "H", "O", "H", "H", "O", "H", "H", "O", "H", "H"], "xyz": [[2.28014, 2.51506, 0.16788], [1.19252, 2.41341, 0.23925], [2.59727, 2.49839, -0.86957], [2.45876, 3.51399, 0.56717], [2.69621, 1.72349, 0.77881], [-3.29782, -0.07512, 0.26150], [-2.86326, -0.59044, 0.96051], [-4.01229, 0.38495, 0.71165], [1.54356, -1.02790, 1.23352], [2.16156, -1.76904, 1.29917], [1.31824, -0.99130, 0.29099], [-1.10689, 0.47305, -1.68316], [-1.78302, 0.24853, -1.02314], [-0.91424, 1.40212, -1.51139], [1.72050, -0.62058, -1.70677], [1.12876, 0.13846, -1.75464], [1.91288, -0.86865, -2.61389], [-1.11469, -1.30934, 1.68786], [-0.50000, -0.55901, 1.68730], [-0.49144, -2.04421, 1.68433]], "forces_ev_per_a": [[-0.90, 0.52, 0.22], [0.02, -0.17, -0.29], [0.08, -0.26, -0.01], [0.40, -0.15, 0.14], [0.36, 0.03, -0.08], [0.03, -0.04, 0.28], [0.22, -0.10, -0.18], [-0.02, 0.07, -0.15], [0.20, -0.30, -0.06], [-0.08, 0.30, -0.02], [0.29, -0.01, -0.12], [0.26, 0.27, 0.14], [-0.11, -0.04, -0.04], [-0.19, -0.04, -0.05], [0.27, 0.04, 0.25], [-0.30, -0.17, -0.14], [-0.09, -0.02, -0.02], [-0.08, 0.30, 0.10], [-0.21, -0.24, 0.06], [-0.16, 0.00, -0.03]], "e_above_lowest_kcal_mol": 8.3, "smiles": "C.O.O.O.O.O", "orbital_gap_ev": 11.8084, "total_energy_ha": -422.69211, "e_lumo_ha": 0.02073}



{"formula": "CH14O5S", "method": "ωB97M-V/def2-TZVPD", "elements": ["C", "S", "H", "H", "H", "H", "O", "H", "H", "O", "H", "H", "O", "H", "H", "O", "H", "H", "O", "H", "H"], "xyz": [[-3.71571, -1.98162, -0.45748], [-2.33854, -1.33618, -1.49775], [-3.99825, -2.90769, -0.96713], [-3.40865, -2.11558, 0.55614], [-4.62055, -1.38055, -0.48028], [-1.95071, -0.35258, -0.66889], [0.19260, 2.89318, 1.53231], [0.72988, 2.13864, 1.81719], [0.66278, 3.36255, 0.84314], [-0.69026, 2.08151, -1.44876], [-1.10425, 2.61732, -2.13840], [-0.85854, 2.54332, -0.61211], [2.49539, -3.25183, 1.87905], [3.21814, -3.33778, 1.25549], [2.04007, -2.42062, 1.73355], [2.45467, 0.63279, 1.41410], [2.04466, 0.50798, 0.53850], [3.04330, -0.08058, 1.63637], [2.00640, 0.55685, -1.31844], [2.62176, 0.88615, -1.98716], [1.17580, 0.94471, -1.62944]], "forces_ev_per_a": [[-0.14, 0.07, -1.32], [-0.44, 0.08, 0.54], [0.22, -0.12, 0.49], [0.25, -0.40, 0.51], [0.17, 0.43, -0.07], [-0.04, -0.03, -0.15], [-0.59, -0.18, 0.11], [0.22, 0.25, -0.27], [0.51, -0.10, 0.06], [0.03, 0.22, -0.01], [0.05, -0.16, 0.20], [0.06, -0.22, -0.09], [-0.07, -0.35, 0.46], [-0.07, 0.27, -0.19], [0.10, 0.10, -0.29], [-0.85, 0.80, 0.27], [0.78, -0.29, 0.09], [0.16, -0.41, -0.24], [-0.18, 0.30, -0.72], [0.22, -0.20, 0.35], [-0.38, -0.04, 0.29]], "e_above_lowest_kcal_mol": 11.2, "smiles": "CS.O.O.O.O.O", "orbital_gap_ev": 9.1989, "total_energy_ha": -820.86545, "e_lumo_ha": 0.00903}



{"formula": "CH14O5S", "method": "ωB97M-V/def2-TZVPD", "elements": ["C", "S", "H", "H", "H", "H", "H", "H", "O", "H", "H", "O", "H", "H", "O", "H", "H", "O", "H", "H", "O"], "xyz": [[-1.63308, 0.00974, -1.28689], [-2.14100, 0.89807, 0.18577], [-0.61222, 0.17336, -1.63708], [-1.74535, -1.06161, -1.11426], [-2.36517, 0.26079, -2.08282], [-0.45878, 2.72294, -1.07754], [2.33501, 0.65654, -0.44908], [2.72101, -0.84016, -1.73373], [1.98308, -0.44096, -1.25610], [-3.28282, -2.29543, 1.69738], [-2.97526, -0.87054, 1.13652], [-2.65964, -1.79040, 1.15910], [-0.33167, 2.76662, -0.32718], [3.42128, 1.59596, 0.39522], [2.49965, 1.35288, 0.30343], [1.35960, 0.77785, 1.40217], [-0.19454, 0.57738, 1.39338], [0.63023, 0.28276, 1.82827], [1.57650, -1.41263, -0.19678], [0.55400, -1.45005, 0.99440], [1.31918, -1.91311, 0.66582]], "forces_ev_per_a": [[-1.27, 1.11, -0.44], [0.86, -0.36, -1.15], [0.40, 0.05, 0.48], [0.07, -0.42, 0.47], [0.44, -0.23, 0.39], [0.06, 0.09, 0.50], [0.54, 0.25, 0.25], [-0.04, 0.11, -0.02], [-0.41, -0.35, -0.50], [0.04, 0.27, 0.00], [-0.37, -0.57, 0.35], [0.12, 0.01, -0.20], [-0.07, -0.03, -0.51], [0.06, -0.21, -0.14], [-0.38, 0.52, 0.18], [0.35, 0.10, -0.20], [0.67, -0.04, 0.32], [-1.10, 0.17, 0.27], [-0.14, -0.18, 0.37], [-0.36, 0.38, 0.54], [0.55, -0.66, -0.96]], "e_above_lowest_kcal_mol": 188.0, "orbital_gap_ev": 3.3072, "total_energy_ha": -820.58365, "e_lumo_ha": -0.21056}



{"formula": "CH14O5S", "method": "ωB97M-V/def2-TZVPD", "elements": ["C", "S", "H", "H", "H", "H", "O", "H", "H", "O", "H", "H", "O", "H", "H", "O", "H", "H", "O", "H", "H"], "xyz": [[-1.13408, -2.17769, 0.82461], [-0.18420, -1.29092, 2.17082], [-1.80879, -2.93137, 1.24591], [-0.59456, -2.63140, 0.03404], [-1.86991, -1.46410, 0.35881], [-1.29275, -1.18013, 2.84716], [-0.28274, 2.94573, 2.02258], [-0.61327, 2.67206, 2.88116], [-1.10559, 2.87932, 1.53163], [4.13334, -0.07710, -1.20656], [4.33792, -0.35821, -0.31253], [3.66317, -0.86199, -1.52446], [-5.65701, 2.31244, 0.01951], [-5.19356, 2.17212, -0.82309], [-6.22264, 3.04046, -0.41819], [0.01808, 0.57296, -0.83932], [-0.53952, 1.23893, -1.27840], [0.18973, 1.10404, -0.04375], [3.46754, -1.70655, -4.41218], [4.17341, -1.05256, -4.52593], [2.82746, -1.08694, -4.79359]], "forces_ev_per_a": [[-2.19, 1.28, 0.58], [0.15, -0.90, -1.56], [0.56, -0.08, 0.28], [1.09, -0.16, -0.41], [1.07, -0.37, 0.31], [-0.67, 0.25, 0.81], [-0.42, -0.13, -0.02], [0.42, -0.08, 0.47], [-0.04, 0.17, -0.52], [-0.20, -0.60, -0.03], [0.22, 0.28, 0.31], [-0.02, 0.32, -0.37], [-1.19, 2.14, -2.38], [0.60, -0.83, 0.53], [0.61, -1.31, 1.85], [-0.59, 1.31, 0.23], [0.15, -0.65, -0.45], [0.46, -0.67, 0.27], [0.06, 1.48, -0.56], [0.90, -0.70, 0.52], [-0.96, -0.76, 0.14]], "e_above_lowest_kcal_mol": 37.3, "smiles": "CS.O.O.O.O.O", "orbital_gap_ev": 9.1658, "total_energy_ha": -820.82378, "e_lumo_ha": 0.00663}